DFT (ωB97M-V with the def2-TZVPD basis set) results for a molecular structure, C58H46F4OP2PdS at a distorted geometry.

Each line ends with the Löwdin charge.
Element x y z (Å)
C: 9.04201 4.27637 -0.93053  0.00
O: 8.21922 5.14453 -1.74704  0.00
C: 6.87417 5.13765 -1.58958  -0.17
C: 6.07873 5.61093 -2.67306  0.06
C: 4.75229 5.26225 -2.75869  -0.04
C: 4.13894 4.40201 -1.79117  -0.66
S: 2.66777 3.67105 -2.08078  1.01
C: 4.91504 4.11563 -0.62203  -0.03
C: 6.21644 4.55829 -0.46924  0.04
H: 10.04381 4.43891 -1.32179  0.11
H: 9.00859 4.59144 0.11693  0.10
H: 8.75206 3.22220 -1.03776  0.12
H: 6.56917 6.17980 -3.45975  0.15
H: 4.16852 5.55453 -3.62405  0.12
H: 4.48201 3.46673 0.13265  0.10
H: 6.76295 4.40070 0.46780  0.14
F: -4.25122 2.91711 -3.47360  0.05
C: -3.36776 2.84097 -2.42070  -0.22
C: -3.58545 3.68018 -1.33280  0.09
C: -2.67082 3.56872 -0.28769  -0.23
F: -2.87155 4.33709 0.83716  0.05
C: -1.58482 2.70352 -0.31673  0.03
C: -1.39899 1.84194 -1.42508  -0.25
C: -0.20088 0.96308 -1.48176  -0.23
C: 0.38096 0.64619 -2.79219  -0.06
C: 1.71161 0.57701 -3.14426  -0.07
C: 2.77601 0.07885 -2.28995  -0.21
C: 3.53752 -1.05084 -2.68193  0.05
C: 4.61080 -1.46472 -1.91400  -0.23
F: 5.26733 -2.62653 -2.24221  0.06
C: 5.01864 -0.78485 -0.76746  0.06
C: 4.19608 0.24959 -0.35032  -0.24
F: 4.45687 0.83245 0.87588  0.03
C: 3.10129 0.70051 -1.06746  -0.05
Pd: -1.14195 -0.50855 -0.17678  0.53
P: -3.00657 -1.74224 -0.42405  0.97
C: -3.49345 -1.60686 -2.16753  -0.37
C: -2.71712 -2.28934 -3.11561  -0.10
C: -2.97196 -2.10505 -4.47218  -0.06
C: -3.98536 -1.23734 -4.88404  -0.06
C: -4.76758 -0.57365 -3.93786  -0.06
C: -4.53643 -0.76177 -2.57620  -0.07
C: -2.94160 -3.53589 -0.15139  -0.37
C: -3.80442 -4.38972 -0.86473  -0.09
C: -3.79070 -5.75821 -0.60062  -0.06
C: -2.92225 -6.27617 0.36166  -0.06
C: -2.06421 -5.42960 1.06574  -0.06
C: -2.07490 -4.05878 0.82166  -0.09
C: -4.43031 -1.12864 0.51315  -0.37
C: -5.32550 -2.00031 1.15570  -0.07
C: -6.36284 -1.48028 1.92968  -0.07
C: -6.49139 -0.10068 2.11240  -0.06
C: -5.59559 0.76666 1.48057  -0.06
C: -4.58507 0.25779 0.66729  -0.12
P: -0.06376 -0.69004 1.79590  0.99
C: 0.33861 0.96782 2.41334  -0.35
C: -0.44844 1.61244 3.38363  -0.06
C: -0.26826 2.97910 3.60057  -0.05
C: 0.73462 3.67866 2.92543  -0.06
C: 1.60045 3.00435 2.06215  -0.07
C: 1.39655 1.65305 1.79827  -0.13
C: -0.97271 -1.54677 3.10239  -0.37
C: -0.37627 -2.59406 3.82771  -0.07
C: -1.16905 -3.40769 4.63524  -0.06
C: -2.53977 -3.16825 4.75053  -0.05
C: -3.11245 -2.06886 4.10791  -0.06
C: -2.33348 -1.24921 3.29475  -0.11
C: 1.53374 -1.52524 1.63528  -0.37
C: 2.62146 -1.18912 2.45862  -0.09
C: 3.81096 -1.90244 2.34483  -0.07
C: 3.92404 -2.93655 1.41710  -0.07
C: 2.85596 -3.24639 0.57881  -0.06
C: 1.65797 -2.54670 0.68425  -0.09
C: -2.32452 1.92375 -2.49002  0.04
H: -4.41997 4.37294 -1.29302  0.14
H: -0.90497 2.64472 0.53403  0.11
H: 0.55841 1.26049 -0.75107  0.05
H: -0.37147 0.46276 -3.57577  0.11
H: 1.92919 0.68227 -4.21142  0.12
H: 3.25412 -1.61671 -3.56732  0.14
H: 5.86317 -1.11048 -0.17341  0.14
H: 2.56728 1.58760 -0.72476  0.03
H: -1.91749 -2.95464 -2.78360  0.11
H: -2.36318 -2.62948 -5.20407  0.11
H: -4.15491 -1.06283 -5.94547  0.12
H: -5.55187 0.11236 -4.25307  0.12
H: -5.15811 -0.25816 -1.83570  0.11
H: -4.49065 -3.98751 -1.61467  0.12
H: -4.45908 -6.41415 -1.15510  0.12
H: -2.91082 -7.34685 0.55625  0.11
H: -1.38975 -5.83469 1.81682  0.11
H: -1.43287 -3.37927 1.39088  0.07
H: -5.20694 -3.07851 1.05784  0.11
H: -7.06250 -2.15746 2.41967  0.12
H: -7.27500 0.29825 2.76267  0.12
H: -5.68136 1.84265 1.62035  0.11
H: -3.89266 0.93434 0.16760  0.08
H: -1.16696 1.03557 3.96806  0.11
H: -0.91826 3.49796 4.30259  0.12
H: 0.86377 4.74656 3.09346  0.11
H: 2.43775 3.51881 1.59859  0.09
H: 2.07320 1.10545 1.14421  0.06
H: 0.70080 -2.75687 3.76470  0.11
H: -0.71114 -4.24490 5.16012  0.12
H: -3.16104 -3.84200 5.34232  0.12
H: -4.17168 -1.85553 4.23661  0.11
H: -2.77812 -0.38951 2.78997  0.10
H: 2.54642 -0.36925 3.17353  0.12
H: 4.66568 -1.61969 2.95709  0.12
H: 4.86825 -3.47237 1.31673  0.12
H: 2.96680 -4.02477 -0.17489  0.12
H: 0.81665 -2.77395 0.02367  0.09
H: -2.23447 1.24433 -3.33480  0.12

## Properties
Charge: +2
LUMO energy, eV: -8.53
Energy relative to the best compared isomer or geometry (same formula, charge and spin), kJ/mol: 148.6
F_max, eV/A: 3.0